Formula: C31H30F6N5O4P2PdS3
Source: OMol25
Level of theory: the ωB97M-V functional and the def2-TZVPD basis

Last column: Mulliken charge in e.
Atoms and positions in Å:
Pd  -0.53357  0.95410  -0.58106  -0.079
C  2.73147  0.80589  1.08326  -1.141
N  2.07773  -0.45281  0.68570  0.511
P  2.54250  -1.08865  -0.85136  -0.215
C  4.29827  -1.47843  -0.48877  0.546
C  5.22765  -1.57576  -1.52589  -0.617
C  6.52410  -2.00196  -1.28095  -0.592
C  6.91708  -2.34306  0.00649  -0.476
C  6.00047  -2.25840  1.04396  -0.730
C  4.70170  -1.83441  0.79746  0.027
C  2.73465  0.32496  -2.00270  0.422
C  3.75803  1.27316  -1.94755  -0.010
C  3.80206  2.31985  -2.85245  -0.845
C  2.82695  2.43112  -3.83517  -0.396
C  1.81440  1.49072  -3.91143  -0.479
C  1.76633  0.44576  -2.99776  -0.610
P  0.33832  -0.37753  0.89330  0.856
C  0.28081  0.11147  2.66446  -0.022
C  -0.55449  1.14840  3.05178  0.187
C  -0.65071  1.51556  4.39058  -0.539
C  0.09880  0.84861  5.34468  -0.568
C  0.94475  -0.18938  4.96303  -0.622
C  1.02987  -0.55801  3.63220  -0.275
C  -0.09401  -2.14364  1.16825  0.888
C  0.75951  -3.23522  1.06009  -0.124
C  0.29114  -4.52337  1.29496  -0.727
C  -1.03202  -4.73572  1.64566  -0.574
C  -1.88872  -3.64908  1.77290  -0.684
C  -1.42189  -2.36821  1.53528  -0.882
H  3.80640  0.71146  0.92890  0.384
H  2.56001  1.00291  2.14048  0.405
H  2.35790  1.65865  0.50505  0.140
H  4.93597  -1.30681  -2.53425  0.429
H  7.23179  -2.06366  -2.09855  0.380
H  7.93115  -2.67073  0.19822  0.355
H  6.29596  -2.52052  2.05257  0.403
H  3.98848  -1.76291  1.60990  0.258
H  4.52862  1.19341  -1.19068  0.370
H  4.58949  3.05993  -2.78249  0.372
H  2.84609  3.26194  -4.52843  0.385
H  1.04582  1.58467  -4.66603  0.371
H  0.96046  -0.27871  -3.04302  0.413
H  -1.11054  1.68246  2.29174  -0.043
H  -1.30083  2.33194  4.67971  0.456
H  0.03229  1.13620  6.38681  0.359
H  1.53360  -0.71042  5.70818  0.415
H  1.67937  -1.37228  3.32907  0.296
H  1.79855  -3.09583  0.79543  0.234
H  0.97049  -5.36182  1.20004  0.433
H  -1.39551  -5.74094  1.82030  0.342
H  -2.92487  -3.79885  2.05179  0.446
H  -2.09431  -1.52430  1.63923  0.387
C  -7.79428  -2.41505  -2.05121  -1.084
C  -6.54999  -3.13177  -1.52933  -0.370
C  -5.49353  -2.19007  -1.05009  0.410
N  -4.35320  -2.04329  -1.62430  -0.750
N  -3.55417  -1.09117  -1.04981  0.246
C  -4.11052  -0.53060  -0.02272  0.429
N  -3.49615  0.37985  0.78491  0.106
S  -5.70584  -1.14290  0.32831  -0.295
H  -8.51325  -3.13123  -2.45058  0.336
H  -7.52827  -1.71639  -2.84483  0.326
H  -8.28788  -1.84881  -1.25980  0.319
H  -6.08891  -3.72534  -2.31901  0.241
H  -6.82453  -3.81799  -0.72389  0.264
H  -2.58046  0.69574  0.44333  -0.520
H  -4.06988  1.08865  1.20951  0.276
F  -2.86483  3.03975  -3.92040  -0.249
C  -2.11379  2.52072  -2.95572  0.469
F  -1.52068  1.41805  -3.43491  -0.195
F  -2.91361  2.14575  -1.95500  -0.189
S  -0.80743  3.72697  -2.41807  0.915
O  0.18051  2.98894  -1.65018  -0.388
O  -0.36941  4.30516  -3.65448  -0.683
N  -1.74358  4.63758  -1.55097  -0.554
S  -1.22591  5.61103  -0.42779  1.144
O  -2.21975  6.60629  -0.16524  -0.695
O  0.14902  5.99354  -0.55611  -0.637
C  -1.27263  4.53952  1.10104  0.582
F  -0.10812  3.93075  1.30597  -0.199
F  -2.22862  3.59973  1.00947  -0.222
F  -1.54791  5.28487  2.17899  -0.252

Charge: -1

---

Formula: C23H27ClN2O5
Source: OMol25
Level of theory: the ωB97M-V functional and the def2-TZVPD basis

Last column: Mulliken charge in e.
Atoms and positions in Å:
C  -2.15724  -0.98253  2.45564  -1.018
H  -3.19409  -1.25768  2.27041  0.249
O  -1.41264  -1.65135  1.46322  -0.364
C  -0.05670  -1.46315  1.43514  1.731
C  0.60903  -0.61341  2.30944  -0.624
C  1.97682  -0.42481  2.23463  -0.613
C  2.72856  -1.07556  1.27024  0.473
C  2.07363  -1.93530  0.40459  -0.253
C  0.70267  -2.16196  0.47579  -0.577
O  0.23917  -3.05170  -0.45083  -0.425
C  -1.02936  -3.65155  -0.30891  -0.516
H  -1.14617  -4.11173  0.67537  0.302
H  -1.83907  -2.93911  -0.47201  0.006
H  -1.06243  -4.42439  -1.07706  0.302
H  2.61946  -2.46825  -0.35867  0.478
C  4.19994  -0.80521  1.12599  -1.399
H  4.71592  -1.68421  0.73965  0.382
C  4.42710  0.36407  0.15357  -0.778
N  3.66893  1.52658  0.55467  -0.145
C  2.56532  1.92850  -0.11035  0.484
O  2.28033  1.51746  -1.21814  -0.609
C  1.76166  2.99022  0.62635  -0.674
H  2.37388  3.89274  0.69647  0.499
H  1.54663  2.63825  1.63774  0.405
C  0.43950  3.30723  -0.07454  -1.036
C  -0.60601  2.24624  0.23865  0.388
O  -0.93739  2.05084  1.39306  -0.588
N  -1.20390  1.60066  -0.80518  0.352
C  -2.37218  0.83005  -0.61512  0.412
C  -3.37773  1.25175  0.24763  -0.716
C  -4.54445  0.52045  0.36241  0.075
C  -4.75067  -0.62345  -0.39184  -0.664
C  -3.76407  -1.03314  -1.26426  -0.149
C  -2.57096  -0.32512  -1.38520  -0.028
O  -1.66277  -0.79826  -2.27136  -0.531
C  -0.40319  -0.14425  -2.26678  1.829
C  0.31644  -0.49394  -3.55822  -1.967
H  -0.23443  -0.11164  -4.41397  0.408
H  1.31118  -0.06008  -3.53950  0.349
H  0.39563  -1.57349  -3.64424  0.407
C  -0.59790  1.36591  -2.10079  -1.152
H  0.38180  1.82855  -2.16695  0.604
H  -1.25864  1.74493  -2.88887  0.132
H  0.18597  -0.50287  -1.41095  -0.504
H  -3.89374  -1.91443  -1.87212  0.498
H  -5.66791  -1.18186  -0.29786  0.435
Cl  -5.76981  1.05454  1.46099  -0.244
H  -3.24008  2.14525  0.83336  0.558
H  0.03874  4.23332  0.34655  0.527
H  0.59981  3.45576  -1.13864  0.333
H  3.80938  1.85093  1.49897  0.320
H  5.49076  0.61845  0.10754  0.365
H  4.07564  0.09680  -0.84485  0.340
H  4.62833  -0.55150  2.09856  0.394
H  2.45317  0.23368  2.94720  0.441
H  0.05241  -0.06758  3.05206  0.338
H  -2.04818  0.10177  2.37249  0.341
H  -1.86607  -1.31142  3.45879  0.416

---

HOMO energy values (in hartree) by entry order: -0.176 -0.292.
Relative energy (zero: lowest compared OMol25 entry of this formula, charge and spin) values (in kcal/mol) by entry order: 12.5 0.0.
Gap between HOMO and LUMO values (in eV) by entry order: 6.927 8.611.